Formula: C9H9N3S
Source: the Open Molecules 2025 dataset
Level of theory: ωB97M-V/def2-TZVPD

The geometry in XYZ format:
```
22
Properties=species:S:1:pos:R:3
S 0.77581 -2.48752 0.21905
N 3.01192 -0.44884 -0.22668
N 0.36333 -1.07513 -0.45612
N 4.17684 0.08204 0.08576
C 3.86776 1.35789 0.37531
C -1.84882 -1.34314 0.26991
C 2.48667 1.62884 0.21642
C -3.49794 0.30901 -0.26586
C -0.85668 -0.47521 -0.23560
C -1.17276 0.79829 -0.65804
C -3.18950 -0.92212 0.22352
C -2.44322 1.20191 -0.60967
C 2.01011 0.40195 -0.11754
H -3.98932 -1.49528 0.41759
H -0.37034 1.48749 -0.90422
H 1.94670 2.38809 0.66443
H -0.04425 -2.50786 1.38616
H -4.55612 0.56731 -0.45105
H -2.57444 2.26171 -1.00769
H -1.53573 -2.29691 0.69621
H 2.92430 -1.48742 -0.38349
H 4.51568 2.05490 0.76159
```

Summary:
Spin multiplicity: 1
E_LUMO (spin up / spin down) (eV): -1.2 / -0.7
F_max (Eh/bohr): 0.0704
Gap between HOMO and LUMO (spin up / spin down) (eV): 7.26 / 7.63
ΔE to the lowest compared entry with this formula, charge and spin (kJ/mol): 544.1